[1]
This record from OMol25 describes C23H24Br2ClN6OSn as an isolated structure. The level of theory is wB97M-V/def2-TZVPD.

```
! wB97M-V def2-TZVPD RIJCOSX def2/J DEFGRID3
* xyz 3 1
Sn -0.628 0.616 -0.307
Br -0.945 -0.046 3.013
Br -3.633 -0.404 1.286
Cl 6.072 3.877 1.055
O 1.636 0.646 -0.645
N 0.346 -2.855 -0.142
N 1.296 -4.656 -1.424
N -0.172 -5.164 0.162
N -0.071 2.828 0.099
N -2.235 1.987 -1.243
N 1.960 -4.410 0.859
C -2.439 5.720 0.546
C 2.414 -4.790 -0.477
C 1.084 3.361 0.282
C 3.467 3.460 0.645
C 1.445 -3.040 0.833
C 0.827 -3.269 -1.470
C -4.478 3.559 -1.697
C -1.212 3.697 0.072
C -2.303 3.239 -0.707
C -2.884 -0.085 3.030
C -3.246 1.539 -1.970
C 5.005 1.661 -0.018
C 4.779 2.944 0.541
C 0.220 -5.617 -1.165
C 2.595 1.386 -0.289
C -0.725 -3.808 0.190
C -1.302 4.905 0.714
C 3.950 0.913 -0.426
C 2.384 2.715 0.248
C -4.381 2.307 -2.247
C -3.473 5.322 -0.254
C -3.433 4.058 -0.888
C 0.871 -5.334 1.185
H 1.225 -6.363 1.180
H 0.027 -3.182 -2.205
H -0.592 -5.516 -1.880
H 3.219 -4.132 -0.802
H 4.092 -0.063 -0.870
H -4.337 5.957 -0.397
H 1.662 -2.637 -1.771
H 1.078 -2.779 1.826
H -3.186 -0.891 3.686
H 6.022 1.305 -0.118
H -5.164 1.898 -2.869
H -3.164 0.528 -2.355
H -0.517 5.249 1.375
H -2.482 6.671 1.059
H 1.134 4.440 0.420
H 2.258 -2.363 0.569
H 3.340 4.459 1.045
H 0.597 -6.637 -1.143
H -1.542 -3.734 -0.527
H -1.099 -3.612 1.194
H 0.444 -5.094 2.157
H -3.226 0.880 3.380
H -5.355 4.170 -1.867
H 2.773 -5.818 -0.479
*
```

Computed properties:
Energy = -7116.16118 Ha
LUMO (alpha / beta) = -11.00 / -10.72 eV
Energy relative to the best compared isomer or geometry (same formula, charge and spin) = 0.00 kcal/mol
Gap between HOMO and LUMO (alpha / beta) = 5.613 / 5.777 eV

Löwdin population analysis, charges in e, atoms 1 to 6: atom 1 (Sn): 1.33, atom 2 (Br): 0.57, atom 3 (Br): 0.60, atom 4 (Cl): 0.91, atom 5 (O): -0.20, atom 6 (N): -0.09

=====

[2]
This record from OMol25 describes one molecule with the formula C23H24BrN at a distorted geometry. The level of theory is wB97M-V/def2-TZVPD.

```
! wB97M-V def2-TZVPD RIJCOSX def2/J DEFGRID3
* xyz 0 1
Br 3.753 4.714 -3.019
N 2.365 2.891 1.818
C 3.585 5.189 2.249
C -0.651 -1.218 0.837
C 0.660 1.026 1.811
C -0.612 -0.021 0.099
C -1.377 -2.381 0.109
C 3.111 1.329 0.025
C 0.159 -1.312 1.946
C 3.703 1.042 -1.168
C -1.569 -4.912 -0.429
C 0.993 2.823 3.549
C 0.810 -0.153 2.474
C -0.655 -3.751 0.294
C 2.754 2.622 0.493
C -3.669 -3.568 0.160
C 2.939 3.627 -0.423
C 0.062 1.047 0.585
C 3.441 3.391 -1.653
C 1.348 2.141 2.447
C 1.890 4.071 3.652
C 2.550 4.101 2.509
C 3.856 2.126 -2.054
C -2.749 -2.554 0.857
C -2.953 -4.990 0.211
H -3.240 -1.500 0.870
H -1.059 -6.005 -0.367
H 2.754 4.598 -0.103
H 1.865 4.720 4.624
H 2.967 0.530 0.818
H 0.253 -3.756 -0.195
H -1.390 -2.053 -0.972
H 0.149 -2.295 2.415
H -3.542 -5.790 -0.241
H -1.616 -4.666 -1.487
H -3.766 -3.193 -0.862
H -2.909 -5.307 1.231
H 0.083 1.973 -0.051
H 4.312 1.942 -3.058
H -2.601 -2.809 1.852
H -4.680 -3.510 0.679
H -1.171 0.010 -0.891
H 4.064 0.019 -1.415
H 1.376 -0.302 3.364
H -0.365 -3.995 1.323
H 3.190 6.029 1.811
H 0.126 2.550 4.037
H 4.413 4.831 1.713
H 3.832 5.577 3.244
*
```

Computed properties:
Energy = -3519.52050 Ha
SMILES = Cc1ccc(-c2ccc(C3CCCCC3)cc2)n1-c1cccc(Br)c1
LUMO = 0.74 eV
Energy relative to the best compared isomer or geometry (same formula, charge and spin) = 51.43 kcal/mol
Gap between HOMO and LUMO = 9.053 eV

Löwdin population analysis, charges in e, atoms 1 to 6: atom 1 (Br): 0.71, atom 2 (N): 0.06, atom 3 (C): -0.02, atom 4 (C): -0.20, atom 5 (C): -0.23, atom 6 (C): -0.04

=====

[3]
This record from OMol25 describes C23H24Cl2I2N6O6SY as an isolated structure. The level of theory is wB97M-V/def2-TZVPD.

```
! wB97M-V def2-TZVPD RIJCOSX def2/J DEFGRID3
* xyz 1 1
I -3.047 -1.122 1.780
I -2.292 2.334 1.786
Y -0.579 0.374 -0.260
Cl 2.801 6.524 -3.043
Cl 1.183 4.430 1.653
S 4.076 -1.280 -0.736
O -1.596 2.216 -1.562
O 0.780 2.018 0.088
O -2.774 0.504 -1.023
O -0.865 -1.688 -1.144
O 0.597 0.658 -2.328
O -3.734 2.246 -1.881
N 1.691 -0.783 -0.021
N 2.468 0.611 3.273
N 0.512 0.034 2.361
N -0.640 -3.931 -1.311
N -1.693 -2.700 -2.990
N -2.738 1.699 -1.507
C -0.180 -3.998 0.065
C -1.057 -2.739 -1.804
C -0.865 0.551 4.439
C 1.192 3.001 -0.635
C 1.921 3.983 -2.773
C -3.825 0.859 1.817
C 1.627 1.380 5.526
C 3.826 -0.592 0.805
C 1.513 0.875 4.236
C -1.962 -1.402 -3.592
C 2.185 5.173 -2.152
C -2.544 -3.788 -3.459
C 1.412 2.897 -2.032
C 1.127 1.694 -2.757
C 1.816 0.106 2.201
C -0.764 1.042 5.723
C 2.495 -0.394 1.012
C -0.228 -5.038 -2.160
C 1.472 4.255 -0.045
C 0.462 1.465 6.258
C 0.296 0.488 3.665
C 1.952 5.312 -0.775
C 2.396 -1.256 -1.006
H -2.873 -0.957 -3.183
H -3.546 -3.392 -3.629
H 3.454 0.793 3.344
H -0.701 -3.262 0.671
H -4.417 0.981 0.917
H -1.811 0.204 4.056
H 4.652 -0.395 1.464
H -0.255 -4.747 -3.206
H 1.958 -1.594 -1.933
H -0.860 -5.916 -2.014
H -0.391 -4.994 0.452
H -1.650 1.097 6.339
H -2.176 -4.212 -4.393
H -2.614 -4.571 -2.709
H 2.579 1.681 5.939
H 0.798 -5.310 -1.907
H -4.411 0.976 2.721
H -2.079 -1.545 -4.665
H 0.495 1.848 7.268
H 0.895 -3.812 0.139
H -1.124 -0.728 -3.418
H 2.150 6.256 -0.288
H 2.086 3.876 -3.836
H 1.424 1.705 -3.817
*
```

Computed properties:
Energy = -3623.08930 Ha
LUMO = -2.78 eV
Energy relative to the best compared isomer or geometry (same formula, charge and spin) = 7.40 kcal/mol
Gap between HOMO and LUMO = 7.719 eV

Löwdin population analysis, charges in e, atoms 1 to 6: atom 1 (I): 0.90, atom 2 (I): 1.02, atom 3 (Y): 1.36, atom 4 (Cl): 0.69, atom 5 (Cl): 0.71, atom 6 (S): 1.10